ORCA calculation (wB97M-V/def2-TZVPD) on 20 unconnected molecules or ions with the total composition C48H146N26O20.

XYZ file:
```
240
Properties=species:S:1:pos:R:3:mulliken_charge:R:1
C -1.77 -1.49 -7.84 -1.2720
C -2.70 -2.38 -7.01 1.5992
C -3.61 -1.58 -6.08 0.2741
O -4.07 -2.44 -5.02 -0.6521
C -4.76 -1.59 -4.08 0.5422
N -3.50 -3.30 -7.71 -0.8328
H -2.29 -0.74 -8.43 0.3618
H -1.21 -2.07 -8.57 0.4263
H -1.15 -0.94 -7.13 0.0644
H -2.09 -2.94 -6.31 -0.8126
H -4.41 -1.17 -6.70 0.4231
H -3.03 -0.73 -5.72 -0.5489
H -4.11 -0.78 -3.74 -0.6409
H -5.05 -2.25 -3.25 -0.2372
H -5.72 -1.21 -4.43 0.5111
H -4.07 -3.80 -7.04 0.3017
H -4.23 -2.87 -8.26 0.2966
C 1.87 7.80 5.30 -1.8660
C 0.95 6.63 5.13 0.5441
C 1.25 5.80 3.88 0.0612
O 1.01 6.69 2.80 0.1271
C 2.11 6.89 1.94 -1.0150
N 1.00 5.73 6.33 -0.6624
H 1.73 8.29 6.26 0.5180
H 1.68 8.45 4.44 0.3497
H 2.93 7.57 5.24 0.3569
H -0.08 6.98 5.24 0.2528
H 0.64 4.90 3.77 -0.4443
H 2.26 5.39 3.85 0.4128
H 2.63 5.96 1.69 0.2718
H 2.80 7.63 2.35 0.3557
H 1.84 7.28 0.95 0.2497
H 0.32 5.99 7.04 0.3031
H 1.85 6.06 6.76 0.2763
C -6.01 1.41 4.75 -1.3687
C -5.31 0.21 4.02 -0.0600
C -5.80 0.01 2.54 -0.4598
O -5.21 -1.24 2.07 -0.3524
C -5.54 -1.58 0.69 -0.7147
N -3.93 0.72 3.87 -0.1808
H -5.55 1.32 5.74 0.3914
H -7.05 1.09 4.77 0.4549
H -5.81 2.37 4.27 0.2144
H -5.37 -0.69 4.62 0.4421
H -5.48 0.81 1.87 0.1573
H -6.89 -0.12 2.55 0.5005
H -5.60 -2.66 0.62 0.2677
H -4.71 -1.36 0.03 0.0651
H -6.46 -1.14 0.29 0.5121
H -3.31 0.04 3.45 -0.3733
H -3.46 0.79 4.76 0.4289
C -1.88 -8.12 -0.76 -1.1038
C -0.79 -8.13 0.28 0.4609
C -0.25 -6.76 0.70 -0.0887
O 0.35 -6.24 -0.49 -0.5426
C 1.04 -5.01 -0.10 1.4964
N -1.32 -8.75 1.49 -0.7560
H -2.66 -7.46 -0.37 0.1163
H -2.35 -9.09 -0.95 0.4561
H -1.47 -7.76 -1.70 0.0622
H 0.04 -8.79 0.01 0.3160
H 0.61 -7.00 1.33 0.3518
H -1.02 -6.18 1.21 -0.3397
H 1.83 -4.92 -0.85 -0.0998
H 1.53 -4.99 0.87 -0.3348
H 0.26 -4.28 -0.30 -0.6999
H -1.97 -8.20 2.04 0.2282
H -1.77 -9.63 1.26 0.2520
C -0.78 0.79 -4.01 0.3356
C -0.78 1.90 -4.98 0.2923
C -0.68 3.31 -4.34 -0.4322
O -2.00 3.73 -3.84 -0.4379
C -1.91 4.98 -3.18 -0.6450
N 0.40 1.63 -5.81 -0.4949
H -1.53 0.94 -3.23 -0.7508
H 0.11 0.63 -3.40 -0.0877
H -1.08 -0.17 -4.43 0.1172
H -1.66 2.00 -5.61 0.2908
H -0.34 4.00 -5.12 0.7149
H 0.03 3.30 -3.52 -0.4348
H -1.47 5.70 -3.86 0.4011
H -1.24 4.88 -2.33 0.0980
H -2.86 5.29 -2.73 0.3436
H 0.41 2.20 -6.65 0.2952
H 0.39 0.68 -6.13 0.1697
C 3.91 -3.76 2.98 -1.1366
C 3.92 -5.20 2.73 1.2564
C 4.58 -5.66 1.38 -1.1616
O 4.10 -4.91 0.26 0.3769
C 4.65 -5.27 -0.95 -0.9409
N 4.56 -5.66 3.94 -0.7327
H 4.89 -3.27 3.04 0.6475
H 3.27 -3.55 3.84 0.4161
H 3.24 -3.35 2.23 -0.1668
H 2.91 -5.61 2.71 -0.4976
H 4.37 -6.73 1.36 0.3839
H 5.64 -5.48 1.56 0.3868
H 5.68 -4.91 -0.85 0.3792
H 4.14 -4.73 -1.74 0.1210
H 4.68 -6.32 -1.25 0.2908
H 5.36 -5.05 4.00 0.3169
H 5.06 -6.51 3.75 0.2799
C -2.12 -3.26 1.24 0.8209
C -2.06 -2.30 2.45 0.4244
C -0.74 -2.54 3.22 -0.5844
O -0.72 -3.85 3.73 -0.4265
C 0.47 -4.23 4.23 -0.7298
N -2.30 -0.94 1.97 1.0178
H -3.13 -3.14 0.85 -0.1339
H -1.84 -4.31 1.36 -0.8188
H -1.42 -2.96 0.46 -0.2785
H -2.84 -2.54 3.17 0.5402
H -0.59 -1.82 4.02 0.5836
H 0.14 -2.39 2.59 0.0177
H 1.13 -4.45 3.39 0.0552
H 0.32 -5.16 4.79 0.3553
H 0.97 -3.52 4.88 0.3638
H -1.63 -0.82 1.22 -0.7587
H -3.21 -0.86 1.55 -0.5789
C -2.05 -5.82 -3.84 -1.6505
C -1.49 -4.56 -3.12 1.5909
C -0.28 -3.88 -3.86 -1.2383
O 0.25 -2.87 -2.93 0.0845
C 1.42 -2.28 -3.50 -0.5288
N -2.64 -3.74 -2.84 0.3915
H -2.75 -6.38 -3.22 0.2787
H -1.26 -6.54 -4.06 0.4728
H -2.38 -5.42 -4.80 0.4186
H -1.13 -4.94 -2.16 -0.6101
H -0.70 -3.62 -4.83 0.0880
H 0.50 -4.62 -4.03 0.5640
H 0.98 -1.39 -3.96 -0.1985
H 1.93 -2.99 -4.14 0.7435
H 2.13 -2.12 -2.68 -0.1606
H -2.94 -3.39 -3.74 -0.0081
H -2.15 -2.93 -2.49 -0.3231
C 0.57 1.80 3.64 -1.1600
C 2.08 1.77 3.41 1.3810
C 2.64 0.41 3.83 -0.9282
O 3.95 0.64 4.22 -0.3445
C 4.65 -0.46 4.84 -0.7093
N 2.32 1.82 2.00 0.6765
H 0.26 0.87 3.17 -0.0492
H 0.00 2.59 3.14 -0.2830
H 0.29 1.77 4.70 0.5025
H 2.55 2.53 4.04 0.6691
H 2.64 -0.28 3.00 0.2571
H 1.99 0.09 4.65 0.5234
H 5.40 -0.03 5.50 0.3596
H 4.96 -1.27 4.18 0.0386
H 3.95 -0.92 5.54 0.3975
H 3.31 2.03 2.09 0.0268
H 2.33 0.86 1.69 -0.9436
C 5.56 1.77 -2.31 -1.6591
C 4.06 1.46 -2.27 2.4101
C 3.28 2.32 -3.28 -0.5878
O 3.22 3.68 -2.85 -0.2580
C 2.74 4.61 -3.72 -1.0417
N 3.97 0.02 -2.71 -0.6588
H 6.07 1.20 -1.53 0.3623
H 5.64 2.84 -2.12 0.3232
H 5.92 1.61 -3.32 0.3962
H 3.66 1.51 -1.26 -0.8124
H 2.22 2.10 -3.20 -0.3103
H 3.59 2.14 -4.30 0.5551
H 3.63 5.00 -4.21 0.4045
H 2.35 5.46 -3.16 0.1754
H 1.99 4.33 -4.46 0.3833
H 4.41 -0.49 -1.97 0.4351
H 2.96 -0.08 -2.75 -0.2403
O 4.19 -1.51 -0.28 -1.0147
H 4.15 -2.36 0.16 -0.0006
H 3.29 -1.19 -0.25 0.6725
O -4.37 1.58 -5.04 -0.5274
H -4.59 1.13 -4.23 0.2751
H -5.04 2.25 -5.13 0.2488
C 6.44 1.18 1.23 0.4522
O 5.45 1.74 1.63 -0.7783
N 6.45 -0.03 0.77 -0.1286
N 7.58 1.83 1.18 -0.4368
H 7.24 -0.50 0.34 0.2609
H 5.56 -0.35 0.43 0.1843
H 7.50 2.78 1.50 0.2597
H 8.34 1.47 0.61 0.1860
C 1.14 4.32 -0.40 -0.6900
O 1.17 5.42 -0.95 -0.8102
N 1.47 3.21 -1.01 2.7442
N 0.76 4.00 0.85 2.4309
H 1.91 3.26 -1.92 -0.8657
H 1.42 2.39 -0.41 -0.6738
H 0.48 4.74 1.48 -1.1513
H 0.69 3.02 1.08 -0.8013
C 5.07 4.91 -0.04 0.6654
O 6.28 5.09 0.12 -0.7858
N 4.32 3.94 0.36 0.8040
N 4.33 5.79 -0.70 -0.0209
H 3.31 3.93 0.30 -0.0040
H 4.78 3.12 0.72 -0.2814
H 4.73 6.67 -1.00 0.2247
H 3.37 5.54 -0.87 -0.0793
C -3.09 2.07 -0.60 0.6091
O -2.55 1.03 -0.79 -0.7184
N -3.55 2.31 0.57 -0.1493
N -3.40 2.98 -1.41 -0.1941
H -3.42 1.57 1.25 -0.5168
H -4.07 3.15 0.78 0.1687
H -2.87 2.85 -2.26 0.0443
H -3.78 3.81 -1.00 0.1548
C -2.13 6.54 1.58 0.3218
O -1.84 5.51 2.13 -0.2840
N -3.21 6.65 0.88 -0.4267
N -1.34 7.63 1.52 -0.3069
H -3.20 7.38 0.18 0.1787
H -3.86 5.88 0.88 0.1867
H -0.41 7.68 1.90 0.1668
H -1.62 8.32 0.85 0.1225
C 0.51 -0.41 -0.06 0.2969
O 1.58 -0.96 0.09 -0.9736
N -0.34 -0.87 -0.98 1.5099
N 0.05 0.68 0.55 2.0204
H -1.25 -0.46 -1.12 0.3844
H -0.08 -1.63 -1.59 -0.7529
H 0.66 1.00 1.29 -1.5827
H -0.86 1.07 0.38 -0.7350
C -2.36 3.53 5.33 0.7132
O -2.63 2.75 6.24 -0.7913
N -2.53 3.24 4.06 0.3814
N -2.04 4.76 5.42 -0.2438
H -2.98 2.36 3.86 -0.3674
H -2.52 3.89 3.29 0.3623
H -1.78 5.03 6.35 0.2523
H -1.73 5.26 4.60 0.0664
C -5.32 -5.20 -1.09 0.3997
O -6.25 -5.84 -0.63 -0.8162
N -5.54 -4.06 -1.65 -0.0122
N -4.07 -5.49 -0.89 0.2744
H -4.67 -3.64 -1.95 -0.0196
H -6.49 -3.75 -1.77 0.1523
H -3.42 -5.02 -1.50 0.1554
H -3.76 -6.28 -0.35 -0.0554
```

Values from the calculation:
HOMO-LUMO gap = 0.316 Eh
E = -131834.737 eV
HOMO = -8.86 eV

---

ORCA calculation (wB97M-V/def2-TZVPD) on 2 unconnected molecules or ions with the total composition FH3NOP.

XYZ file:
```
7
Properties=species:S:1:pos:R:3:mulliken_charge:R:1
N -0.86 -0.42 -0.15 -0.6585
O 2.09 1.24 0.40 -0.4062
F 2.88 -1.14 0.34 -0.2635
P 2.06 -0.03 -0.57 0.5975
H -0.82 0.54 -0.69 0.1819
H -1.31 -1.02 -0.81 0.1685
H 1.94 1.23 1.44 0.3803
```

Values from the calculation:
HOMO-LUMO gap (spin up / spin down) = 0.271 / 0.108 Eh
E = -15588.515 eV
HOMO (spin up / spin down) = -8.43 / -6.01 eV
energy above the lowest of the compared OMol25 structures with the same formula, charge and spin = 130.44 kcal per mole

---

ORCA calculation (wB97M-V/def2-TZVPD) on a molecular structure, C10H13N2O6Pt.

XYZ file:
```
32
Properties=species:S:1:pos:R:3:mulliken_charge:R:1
O -4.62 1.75 -3.29 -0.1960
C -3.81 0.93 -3.20 -0.0809
Pt -2.27 0.31 -2.18 1.9349
O -3.13 2.97 -0.78 -0.2127
C -2.61 2.00 -1.09 -0.0134
C -1.97 -1.43 -3.36 -0.2721
O -1.19 -2.35 -3.26 -0.2929
C -0.86 1.10 -3.32 0.2038
O 0.03 1.55 -3.90 -0.2965
C -3.28 -0.89 -0.97 0.1837
O -3.75 -1.64 -0.22 -0.2918
H -2.76 -1.34 -4.18 0.3695
C 0.32 2.16 1.63 -0.6790
N 1.13 0.99 1.77 0.0878
C 2.12 1.02 2.83 -0.8053
C 0.92 -0.05 0.92 0.3538
O 0.04 0.04 0.04 -0.6765
N 1.65 -1.21 0.98 0.1024
C 2.70 -1.63 1.90 -0.7975
C 1.29 -2.19 -0.03 -0.6805
H 0.61 2.86 2.42 0.2916
H -0.75 1.94 1.72 0.1867
H 0.46 2.65 0.66 0.2194
H 1.94 0.23 3.59 0.2782
H 3.15 0.90 2.45 0.2850
H 2.06 2.00 3.33 0.2689
H 2.38 -1.65 2.96 0.2938
H 2.99 -2.66 1.63 0.2573
H 3.62 -1.01 1.84 0.2962
H 0.22 -2.46 0.03 0.1910
H 1.44 -1.79 -1.05 0.1984
H 1.92 -3.09 0.12 0.2927
```

Values from the calculation:
net charge = +1
HOMO-LUMO gap (spin up / spin down) = 0.207 / 0.160 Eh
E = -29081.003 eV
HOMO (spin up / spin down) = -10.18 / -11.39 eV
2S+1 = 3

---

ORCA calculation (wB97M-V/def2-TZVPD) on a molecular structure, C34H41BrIMgN6O4S.

XYZ file:
```
89
Properties=species:S:1:pos:R:3:mulliken_charge:R:1
Mg -0.31 0.14 0.62 2.3637
C -1.20 1.31 4.86 -1.7855
C -1.11 1.13 3.37 0.0013
N -0.47 0.13 2.84 0.5807
O 0.32 -0.59 3.80 -0.5371
C -1.67 2.09 2.48 -0.0524
C -2.72 3.10 2.83 -1.7754
N -1.18 2.07 1.24 0.7709
O -1.61 2.93 0.43 -0.8302
H -0.20 1.29 5.28 0.2547
H -1.76 0.49 5.31 0.3105
H -1.68 2.25 5.11 0.5381
H -0.16 -1.41 3.94 0.3920
H -3.18 2.89 3.79 0.5326
H -3.49 3.09 2.06 0.3071
H -2.32 4.12 2.84 0.3172
C 3.54 0.70 -1.32 -1.1098
C 3.35 1.81 -0.33 1.7088
C 3.98 3.03 -0.56 -0.8999
C 3.92 4.05 0.38 -0.9235
C 3.24 3.85 1.57 -1.1259
C 2.56 2.66 1.82 1.6855
C 1.82 2.49 3.11 -0.9919
C 2.60 1.67 0.84 -2.0742
N 1.85 0.45 1.02 0.5741
C 2.40 -0.56 1.57 1.3576
C 3.79 -0.56 2.14 -1.9624
C 1.64 -1.87 1.59 0.7714
C 2.29 -3.02 2.30 -2.5445
N 0.53 -1.92 0.98 1.0680
C -0.07 -3.19 0.67 -0.9536
C -1.34 -3.52 1.17 0.9481
C -2.07 -2.64 2.14 -0.7393
C -1.92 -4.70 0.75 -1.1534
C -1.28 -5.55 -0.14 -0.9362
C -0.03 -5.22 -0.60 -0.9157
C 0.61 -4.05 -0.21 2.0187
C 1.98 -3.77 -0.77 -1.6257
H 3.70 1.12 -2.32 0.3371
H 2.69 0.03 -1.37 -0.1951
H 4.43 0.11 -1.05 0.2465
H 4.50 3.17 -1.50 0.4945
H 4.41 4.99 0.19 0.4018
H 3.21 4.63 2.32 0.4337
H 2.20 3.21 3.85 0.5323
H 1.92 1.49 3.53 0.1655
H 0.75 2.69 2.97 0.1055
H 4.23 0.43 2.08 0.4973
H 4.41 -1.26 1.58 0.3949
H 3.77 -0.89 3.18 0.3873
H 2.48 -2.73 3.34 0.6257
H 3.25 -3.28 1.86 0.3877
H 1.65 -3.90 2.28 0.3970
H -1.47 -2.44 3.02 -0.0068
H -2.98 -3.14 2.47 0.5923
H -2.35 -1.69 1.67 -0.1148
H -2.91 -4.95 1.12 0.4048
H -1.77 -6.46 -0.46 0.4078
H 0.48 -5.87 -1.31 0.4641
H 2.01 -4.08 -1.82 0.5310
H 2.74 -4.34 -0.23 0.3346
H 2.25 -2.72 -0.75 -0.0185
I 2.48 3.13 -4.48 -0.7927
S 0.40 -1.00 -1.94 0.0489
C -0.21 -0.49 -3.43 -0.8952
N 0.20 0.53 -4.17 0.5789
C -0.56 0.65 -5.41 -0.6952
C -1.76 -0.27 -5.14 0.0001
N -1.24 -1.12 -4.06 -0.1374
H 1.00 1.14 -3.96 -0.2762
H 0.04 0.31 -6.25 0.3058
H -0.84 1.69 -5.59 0.3594
H -2.03 -0.86 -6.01 0.3994
H -2.63 0.30 -4.79 -0.1245
H -1.86 -1.65 -3.47 0.3500
Br -6.21 1.84 -4.47 -0.2353
C -4.57 1.75 -3.52 -0.0806
C -3.56 2.65 -3.82 -0.3529
C -2.36 2.56 -3.14 -1.2830
C -2.18 1.60 -2.15 0.5181
C -3.20 0.71 -1.84 0.6152
C -4.40 0.78 -2.55 -0.6418
C -3.08 -0.36 -0.77 -0.5311
O -3.96 -1.21 -0.69 -0.8056
O -2.05 -0.30 -0.01 -0.6748
H -3.71 3.41 -4.59 0.4228
H -1.55 3.25 -3.37 0.5252
H -1.25 1.57 -1.62 0.4573
H -5.19 0.07 -2.31 0.5746
```

Values from the calculation:
net charge = -1
HOMO-LUMO gap = 0.222 Eh
E = -147483.026 eV
HOMO = -4.51 eV
energy above the lowest of the compared OMol25 structures with the same formula, charge and spin = 3.94 kcal per mole

---

ORCA calculation (wB97M-V/def2-TZVPD) on a molecular structure, C5H6N.

XYZ file:
```
12
Properties=species:S:1:pos:R:3:mulliken_charge:R:1
C 2.54 0.16 0.48 0.2019
C -0.45 1.69 -0.93 -0.5039
C -0.64 1.72 0.36 -0.1613
C 0.17 0.62 -0.09 0.2041
C -0.59 -1.20 0.04 -0.9630
N 1.48 0.50 0.11 -0.0984
H 3.52 -0.24 0.87 0.4394
H -0.32 2.18 -1.84 0.4100
H -1.18 1.87 1.29 0.4083
H 0.23 -1.82 -0.18 0.3918
H -1.35 -1.01 -0.76 0.3267
H -0.91 -1.37 1.03 0.3444
```

Values from the calculation:
net charge = +1
HOMO-LUMO gap = 0.340 Eh
E = -6759.337 eV
HOMO = -14.05 eV
energy above the lowest of the compared OMol25 structures with the same formula, charge and spin = 134.69 kcal per mole